Record 1
Below is a 3-piece molecular cluster, C3H13NO2S2 overall at a distorted geometry, with properties calculated with ωB97M-V with the def2-TZVPD basis set.

Values from the calculation:
orbital gap = 8.51 eV
E_tot = -1123.68497 Ha
E_HOMO = -8.125 eV
largest force on an atom = 1.157 eV/Å

Last column: natural (NBO) charge in e.
Atoms and positions in Å:
N  -0.90333  -1.75986  -1.59476  -0.843
C  -0.96506  -0.90054  -2.77269  -0.228
C  -0.59603  0.56755  -2.47138  -0.555
S  0.07030  0.86664  -0.82731  0.074
S  -1.43104  0.48085  0.48719  0.091
C  -1.47725  2.04395  1.44317  -0.750
H  0.04540  -1.86358  -1.24084  0.368
H  -1.27473  -2.68522  -1.81790  0.364
H  -0.40358  -1.29146  -3.62422  0.166
H  -2.00698  -0.95752  -3.07283  0.190
H  0.14854  0.88379  -3.18685  0.231
H  -1.49606  1.17656  -2.53811  0.223
H  -2.32023  2.63652  1.08127  0.220
H  -1.46705  1.78118  2.49256  0.222
H  -0.57509  2.61695  1.22232  0.227
H  2.66855  0.88592  2.89984  0.477
H  2.28288  -0.24475  3.84419  0.469
O  3.01649  0.08697  3.31552  -0.945
H  3.37314  -2.08262  1.36692  0.469
H  2.73438  -2.22438  2.69021  0.468
O  2.83708  -2.72779  1.87034  -0.938

Record 2
Below is C6H6F4 as an isolated structure at a distorted geometry, with properties calculated with ωB97M-V with the def2-TZVPD basis set.

Values from the calculation:
orbital gap = 11.11 eV
E_tot = -631.54212 Ha
E_HOMO = -10.377 eV
largest force on an atom = 4.853 eV/Å

Last column: natural (NBO) charge in e.
Atoms and positions in Å:
C  2.08153  0.01238  0.98090  -0.444
C  1.84321  0.35784  -0.25567  -0.166
C  -1.51359  -0.58708  0.39603  0.141
C  -0.61535  -0.93187  -0.81042  0.125
C  -0.89663  0.90794  0.26223  0.131
C  0.01024  0.44650  -0.85519  0.299
F  -1.23135  -1.19145  1.59104  -0.335
F  -1.38435  -1.30636  -1.91714  -0.350
F  -1.89154  1.71566  -0.18742  -0.344
F  0.04913  1.09705  -2.02672  -0.309
H  3.11410  0.11406  1.53202  0.229
H  1.18994  -0.26452  1.64715  0.219
H  2.38513  0.65706  -1.11813  0.215
H  -2.56159  -0.53954  0.14543  0.199
H  0.00456  -1.94747  -0.59487  0.197
H  -0.58344  1.45979  1.21075  0.194

Record 3
Below is an isolated ion of composition C4H7N2 and charge +1 at a distorted geometry, with properties calculated with ωB97M-V with the def2-TZVPD basis set.

Values from the calculation:
net charge = +1
orbital gap (spin up / spin down) = 9.46 / 9.46 eV
E_tot = -265.67638 Ha
E_HOMO (spin up / spin down) = -15.327 / -15.326 eV
largest force on an atom = 3.360 eV/Å

Last column: natural (NBO) charge in e.
Atoms and positions in Å:
C  -1.04725  0.88990  0.61330  -0.346
C  -0.22785  -1.50818  0.15131  -0.035
C  -0.96364  -0.22710  -0.37552  -0.301
C  0.16502  0.75764  -0.47312  -0.130
N  2.38353  0.01924  0.15532  -0.177
N  1.18104  -0.02116  0.11320  0.019
H  -1.79770  1.66340  0.47650  0.274
H  -0.72748  0.72552  1.64582  0.247
H  -0.52364  -1.91340  1.15445  0.243
H  -0.09177  -2.38771  -0.59937  0.263
H  -1.71087  -0.33177  -1.14027  0.283
H  0.44086  1.53089  -1.35692  0.283
H  2.91976  0.80272  -0.36469  0.377

Record 4
Below is C3H4Br2O2 as an isolated structure at a distorted geometry, with properties calculated with ωB97M-V with the def2-TZVPD basis set.

Values from the calculation:
orbital gap = 8.04 eV
E_tot = -5415.10223 Ha
E_HOMO = -9.145 eV
largest force on an atom = 4.127 eV/Å

Last column: natural (NBO) charge in e.
Atoms and positions in Å:
C  0.80101  -0.27382  -0.05513  0.802
C  1.98953  0.37449  0.76413  -0.727
C  -2.93720  -0.36393  -0.86558  -0.306
O  0.63645  0.28445  -1.21222  -0.687
O  0.04261  -1.05628  0.41259  -0.610
Br  -3.49607  1.27104  -0.07102  0.083
Br  -3.52350  -1.81596  -0.01974  0.218
H  2.66099  -0.40299  1.02788  0.238
H  2.30021  1.28896  0.11051  0.234
H  1.56869  0.87814  1.73114  0.238
H  -0.04272  -0.18411  -1.82256  0.517

Q: largest force on an atom of number 1 (C3H13NO2S2)?
A: 1.157 eV/Å

Q: Which of these has the lowest E_tot?
A: C3H4Br2O2

Q: What is the formula in the third record?
A: C4H7N2